Here is 5 unconnected molecules or ions with the total composition C47H56BIN2O22P from OMol25. Energies are from ωB97M-V/def2-TZVPD.

Values from the calculation:
HOMO-LUMO gap: 3.84 eV
Relative energy (zero: lowest compared OMol25 entry of this formula, charge and spin): 0.000 eV
LUMO level: -0.28 eV
Maximum force: 0.0429 Eh/bohr
Total charge: -1

Positions of all 130 atoms, in Å:
C (1.6902, -3.3694, 5.1578)
C (0.6624, -3.0643, 4.0504)
C (1.1809, -3.6531, 2.7096)
C (1.9162, -2.6716, 1.7610)
C (2.3921, -1.3769, 2.4540)
C (1.1583, -2.3682, 0.4442)
C (2.1301, -1.5358, -0.4214)
O (1.9856, -1.8117, -1.8168)
C (3.0559, -1.3896, -2.6029)
O (2.6287, -0.4312, -3.5537)
C (1.4815, -0.8940, -4.2513)
C (1.3765, -0.0931, -5.5680)
O (1.7801, -0.9077, -6.6795)
O (0.0409, -1.4902, 0.5986)
B (-1.2368, -2.2414, 0.4574)
C (-2.0291, -1.9986, 1.8758)
C (-2.7287, -0.6275, 1.9838)
C (-4.2330, -0.6755, 1.8314)
O (-4.8757, -1.6861, 2.0455)
N (-4.9206, 0.5551, 1.4315)
C (-5.4864, 1.2618, 2.5340)
C (-6.5024, 2.1535, 2.2477)
C (-7.1157, 2.8540, 3.2465)
C (-6.7392, 2.7099, 4.5629)
C (-5.7277, 1.8283, 4.8284)
C (-5.0909, 1.1168, 3.8466)
P (-2.3404, -1.7986, -1.1082)
N (-2.7745, -0.2523, -1.2789)
O (-0.8469, -3.6685, 0.2701)
C (0.4477, -3.5424, -0.2738)
C (1.2312, -4.8256, -0.6091)
I (0.9484, -5.4020, -2.6873)
C (0.9792, -6.0463, 0.2847)
C (-0.4388, -6.6432, 0.2248)
H (2.7182, -3.2650, 4.8023)
H (1.5333, -2.8311, 6.0966)
H (1.5821, -4.4375, 5.3937)
H (-0.2393, -3.6321, 4.3061)
H (0.3596, -2.0194, 3.9958)
H (0.3510, -4.1740, 2.2314)
H (1.9005, -4.4328, 2.9918)
H (2.8378, -3.1804, 1.4384)
H (1.5894, -0.6396, 2.3547)
H (3.2607, -0.9474, 1.9442)
H (2.7040, -1.5394, 3.4843)
H (1.9486, -0.4760, -0.2167)
H (3.1740, -1.7579, -0.1496)
H (3.4089, -2.2625, -3.1783)
H (3.8685, -0.9388, -2.0283)
H (1.5424, -1.9662, -4.4841)
H (0.5592, -0.7067, -3.6910)
H (0.3587, 0.2792, -5.7207)
H (2.0656, 0.7412, -5.4971)
H (1.3066, -1.7413, -6.6055)
H (-1.2417, -1.9920, 2.6329)
H (-2.6838, -2.8405, 2.1286)
H (-2.3023, 0.1314, 1.3252)
H (-2.5497, -0.2593, 3.0089)
H (-5.7308, 0.2028, 0.9233)
H (-6.8273, 2.3118, 1.2220)
H (-7.9227, 3.5528, 3.0414)
H (-7.2229, 3.2730, 5.3495)
H (-5.4441, 1.7073, 5.8705)
H (-4.2816, 0.4457, 4.1037)
H (-3.4535, -2.6855, -1.0695)
H (-1.5887, -2.2223, -2.2552)
H (-3.7927, -0.2286, -1.2960)
H (0.2411, -3.1241, -1.2716)
H (2.2913, -4.5724, -0.5388)
H (1.2346, -5.8820, 1.3336)
H (1.6637, -6.8326, -0.0669)
H (-0.4425, -7.6521, 0.6479)
H (-0.9074, -6.5901, -0.7562)
H (-1.0724, -6.0511, 0.8931)
C (2.8622, -9.3492, 4.2270)
C (3.0384, -8.0467, 4.4853)
C (3.7980, -7.1531, 3.5487)
O (3.9043, -5.9768, 3.8348)
C (4.3704, -7.7420, 2.3470)
C (4.1961, -9.0442, 2.0909)
C (3.4150, -9.9328, 3.0148)
O (3.2796, -11.1049, 2.7144)
O (4.6997, -9.6332, 1.0077)
O (2.5551, -7.4629, 5.5783)
H (2.3156, -10.0021, 4.8925)
H (4.9283, -7.0917, 1.6879)
H (4.4265, -10.5684, 1.0630)
H (2.8178, -6.5232, 5.5182)
C (1.1647, 4.6867, -4.2612)
C (1.3564, 5.9930, -4.0413)
C (1.9820, 6.8840, -5.0736)
O (2.1115, 8.0678, -4.8186)
C (2.4075, 6.2873, -6.3308)
C (2.2192, 4.9800, -6.5501)
C (1.5697, 4.0949, -5.5268)
O (1.4132, 2.9198, -5.7954)
O (2.5916, 4.3829, -7.6799)
O (1.0049, 6.5794, -2.8978)
H (0.7139, 4.0346, -3.5253)
H (2.8722, 6.9355, -7.0602)
H (2.3404, 3.4437, -7.5797)
H (1.2506, 7.5183, -2.9960)
C (4.7647, 6.1242, 1.3079)
C (4.3596, 5.6983, 0.1027)
C (4.5234, 6.5454, -1.1273)
O (4.1540, 6.0967, -2.1946)
C (5.1145, 7.8679, -0.9790)
C (5.5145, 8.2912, 0.2257)
C (5.3756, 7.4346, 1.4506)
O (5.7778, 7.8764, 2.5119)
O (6.0594, 9.4918, 0.4177)
O (3.7942, 4.5109, -0.0775)
H (4.6544, 5.5237, 2.1997)
H (5.2115, 8.4751, -1.8682)
H (6.2571, 9.5419, 1.3724)
H (3.5955, 4.4446, -1.0313)
C (-7.4189, 4.4178, -2.5030)
C (-7.3575, 5.6547, -3.0082)
C (-6.6048, 6.7536, -2.3182)
O (-6.5757, 7.8526, -2.8450)
C (-5.9533, 6.4533, -1.0564)
C (-6.0129, 5.2152, -0.5415)
C (-6.7471, 4.1068, -1.2481)
O (-6.7560, 3.0004, -0.7478)
O (-5.4311, 4.9048, 0.6102)
O (-7.9558, 5.9923, -4.1513)
H (-7.9564, 3.6185, -2.9931)
H (-5.4285, 7.2581, -0.5619)
H (-5.6068, 3.9563, 0.7756)
H (-7.7518, 6.9371, -4.2858)

Cartesian forces (eV/Å) of the 3 atoms listed first:
C -0.2558 -0.3405 -0.0072
C 0.1838 -0.8643 0.1035
C -0.1248 0.3198 0.5879

Here is a single C3H4N2O molecule from OMol25. Energies are from ωB97M-V/def2-TZVPD.

Values from the calculation:
HOMO-LUMO gap: 9.17 eV
Relative energy (zero: lowest compared OMol25 entry of this formula, charge and spin): 4.837 eV
LUMO level: -0.28 eV
SMILES string: [H]/N=C/C=C=NO
Maximum force: 0.0232 Eh/bohr

Positions of all 10 atoms, in Å:
H (2.1531, 0.0302, 2.0559)
N (1.3639, 0.2625, 1.4576)
C (1.3249, -0.5157, 0.4499)
C (0.3391, -0.2769, -0.5986)
C (-0.5832, 0.6461, -0.4403)
N (-1.5597, 1.3981, -0.4454)
O (-2.6321, 0.5450, -0.9239)
H (2.0630, -1.2954, 0.2366)
H (0.4130, -0.7351, -1.5817)
H (-2.8821, -0.0590, -0.2101)

Cartesian forces (eV/Å) of the 3 atoms listed first:
H -0.0761 -0.0781 0.1230
N 0.2473 -0.3664 -0.1474
C 0.0598 0.0814 0.2188

Here is a single C5H7NO2 molecule from OMol25. Energies are from ωB97M-V/def2-TZVPD.

Values from the calculation:
HOMO-LUMO gap: 9.97 eV
Relative energy (zero: lowest compared OMol25 entry of this formula, charge and spin): 2.907 eV
LUMO level: 0.36 eV
SMILES string: CC(=O)[C@@]1(C)NC1=O
Maximum force: 0.1380 Eh/bohr

Positions of all 15 atoms, in Å:
C (-1.6531, -0.9821, -0.6895)
C (-0.1915, -1.0565, -0.2967)
O (0.2950, -2.1423, 0.0019)
C (0.4792, 0.2355, -0.0797)
C (-0.1971, 1.5401, 0.4473)
N (1.8470, -0.0036, 0.9975)
C (2.0389, 0.2633, -0.2496)
O (2.7708, 0.6082, -1.0711)
H (-2.2959, -0.9052, 0.2151)
H (-1.8626, -1.9347, -1.1457)
H (-1.8375, -0.0087, -1.0682)
H (-0.8697, 1.7822, -0.3720)
H (0.4900, 2.2325, 0.5290)
H (-0.7729, 1.2409, 1.3358)
H (1.7595, -0.8696, 1.4457)

Cartesian forces (eV/Å) of the 3 atoms listed first:
C 0.6214 -0.0204 1.7943
C -0.8878 -0.8516 1.6622
O 0.1877 0.9631 -0.5829

Here is a molecular structure, C5H10O from OMol25. Energies are from ωB97M-V/def2-TZVPD.

Values from the calculation:
HOMO-LUMO gap (spin up / spin down): 7.52 / 8.40 eV
Relative energy (zero: lowest compared OMol25 entry of this formula, charge and spin): 5.732 eV
LUMO level (spin up / spin down): 0.07 / 0.30 eV
Maximum force: 0.0457 Eh/bohr

Positions of all 16 atoms, in Å:
C (-0.4501, 1.1736, -1.1767)
C (-0.1611, -0.0827, -0.4223)
C (-1.3343, -0.9819, -0.1577)
C (1.1645, -0.4663, -0.1950)
C (1.2988, -0.8576, 1.2769)
O (1.4332, -1.8053, 0.2832)
H (0.4419, 1.7735, -1.3688)
H (-1.1605, 1.7865, -0.6266)
H (-0.9173, 0.9357, -2.1305)
H (0.8539, 1.8954, 1.7401)
H (-2.0924, -0.4741, 0.4513)
H (-1.0311, -1.9118, 0.3285)
H (-1.8159, -1.2369, -1.1130)
H (2.0029, 0.0638, -0.6367)
H (1.3712, 1.2588, 1.8676)
H (0.3965, -1.0706, 1.8797)

Cartesian forces (eV/Å) of the 3 atoms listed first:
C 0.2674 0.1238 0.2982
C -0.2136 -0.7292 -0.6954
C 0.1169 0.0216 0.0435